Density functional theory data (ωB97M-V/def2-TZVPD) for C40H28N4O2Ti as an isolated structure in a non-equilibrium geometry.

Geometry as XYZ:
```
75
C40H28N4O2Ti | the OMol25 dataset | ωB97M-V/def2-TZVPD
Ti -0.14 -0.46 -0.47
O 0.40 -2.32 -1.01
O -1.11 -2.33 -2.62
N -0.84 0.86 0.93
N 1.53 -0.09 0.71
N 1.72 -0.30 -1.91
N -0.37 -2.07 1.47
C 1.79 -0.37 -3.23
C -2.64 -1.83 0.80
C 3.82 -1.04 0.96
C -2.50 2.18 2.05
C -0.89 -4.27 3.08
C -0.12 0.83 2.08
C 1.97 0.29 3.17
C -0.22 2.49 -1.63
C -0.74 3.49 -2.51
C -1.13 0.79 -3.03
C 0.61 2.94 -0.58
C 1.20 0.29 1.98
C 0.16 1.24 4.46
C -0.50 4.85 -2.24
C 0.87 4.26 -0.37
C -1.46 3.09 -3.66
C -0.17 -2.81 -2.00
C -3.24 -0.52 -1.07
C -4.98 -1.50 0.26
C -0.51 1.11 -1.83
C 4.04 -1.02 -1.81
C -2.20 -1.03 -0.27
C 4.99 -1.45 0.34
C 5.13 -1.41 -1.03
C 0.29 5.24 -1.20
C 2.71 -0.57 0.25
C -1.91 -3.62 2.42
C 0.41 -3.82 2.90
C -1.85 2.05 3.26
C 1.43 0.72 4.37
C -1.58 1.76 -3.95
C 2.82 -0.62 -1.19
C 4.08 -1.04 -3.22
C 0.61 -2.72 2.08
C -4.00 -2.03 1.08
C 2.94 -0.74 -3.93
C -1.63 -2.51 1.61
C -0.61 1.37 3.29
C -1.99 1.57 0.92
C -4.58 -0.77 -0.84
H -3.41 2.75 1.97
H -4.31 -2.59 1.96
H 1.61 -2.36 1.91
H 0.89 -0.11 -3.78
H -2.06 1.44 -4.87
H 1.52 4.57 0.44
H -2.22 2.51 4.16
H 2.92 -0.79 -5.01
H 5.00 -1.30 -3.72
H 2.05 0.64 5.26
H 3.78 -1.14 2.03
H 0.48 6.29 -1.02
H -2.50 1.65 -0.03
H -5.33 -0.36 -1.51
H -1.88 3.85 -4.31
H -2.93 -3.98 2.51
H -1.30 -0.25 -3.28
H 1.24 -4.32 3.37
H 6.04 -1.72 -1.51
H -0.24 1.58 5.40
H 3.00 -0.02 3.18
H -3.00 0.11 -1.92
H -0.93 5.59 -2.91
H -1.10 -5.13 3.70
H -6.03 -1.65 0.48
H 1.08 2.19 0.04
H 5.81 -1.80 0.95
H 0.24 -3.82 -2.34
```

Output
HOMO-LUMO gap (spin up / spin down) = 0.1712 / 0.2494 hartree
Electronic energy = -2760.21438 a.u.
HOMO energy (spin up / spin down) = -2.4 / -4.2 eV
⟨S²⟩ = 0.80
Relative energy (zero: lowest compared OMol25 entry of this formula, charge and spin) = 20.5 kJ/mol
Spin multiplicity = 2
Charge = -1
Lowest unoccupied orbital energy (spin up / spin down) = 0.083 / 0.094 hartree
Maximum force = 0.040 hartree/bohr